Record 1
ORCA calculation (ωB97M-V/def2-TZVPD) on an isolated ion of composition C6H6BrN4 and charge +1.

Geometry as XYZ:
```
17
Properties=species:S:1:pos:R:3:forces:R:3
C 1.989296 -1.369826 -0.419622 1.3 -2.2 1.8
H -1.905930 3.063718 -0.053964 -0.6 0.2 -0.8
H 3.151569 0.509315 -0.319415 -2.2 -1.2 0.5
C 0.770472 -2.005861 -0.242770 0.1 -2.3 -0.3
Br -3.145155 0.640203 -0.399097 0.2 1.1 -0.8
H 1.294111 1.793001 0.031303 -1.1 -2.4 -0.1
N -2.628339 -1.467783 0.379745 -3.6 -2.2 1.2
N -1.261668 2.435557 0.371165 1.2 -0.9 1.6
N 1.090308 0.729949 -0.048057 -4.1 4.7 0.4
C -0.362399 -1.234889 -0.141143 0.2 2.7 0.2
N -1.543334 -1.722068 0.212141 2.7 0.4 -0.5
C 2.118699 -0.027249 -0.193700 5.7 -0.7 -1.6
H 0.640297 -3.126218 -0.117450 0.5 1.6 -0.4
C -1.335500 1.089090 -0.029846 -1.1 2.1 0.1
H -1.505686 2.472258 1.380972 0.7 0.1 -0.6
H 2.869932 -2.057052 -0.302422 -0.7 1.1 -0.8
C -0.236673 0.277849 -0.107841 0.8 -2.5 0.1
```
Positions in Å, forces in eV/Å.

Kohn-Sham gap (spin up / spin down) ... 5.99 / 7.46 eV
HOMO energy (spin up / spin down) ... -10.29 / -14.08 eV
Total charge ... +1
Max |F| ... 6.3 eV/Å
Expectation value of S² ... 2.04
Spin multiplicity ... 3

Here are the Mulliken charges for atoms 1 to 5, given in e: atom 1 (C): -0.4842, atom 2 (H): 0.3069, atom 3 (H): 0.2854, atom 4 (C): -0.4422, atom 5 (Br): -0.0107


Record 2
ORCA calculation (ωB97M-V/def2-TZVPD) on C6H6BrNO as an isolated structure.

Geometry as XYZ:
```
15
Properties=species:S:1:pos:R:3:forces:R:3
C 0.207775 -0.347131 -0.908812 2.7 0.7 0.4
Br -2.880470 -1.742618 -2.801717 -1.4 -0.3 -0.7
C -3.197993 -0.952110 -1.269106 0.0 -1.0 -0.6
C -1.804985 0.198455 0.497466 -1.0 -1.7 -1.4
H -2.153918 0.731665 1.314294 0.0 0.9 1.9
C 1.705045 -0.125081 -0.849133 0.9 1.2 0.0
H 0.032012 0.501069 1.061298 1.0 0.8 -0.1
H 1.871754 1.016932 -0.583488 -0.1 -2.1 -1.3
C -2.949145 -0.514261 -0.070590 1.6 1.2 -1.3
H -3.798947 -0.450517 0.509284 -1.9 0.1 1.6
N -0.347876 -0.882017 -1.862742 -2.9 -2.9 -3.9
C -0.515954 0.184402 0.202244 -0.6 0.2 1.1
H 2.269559 -0.541747 -1.801052 -1.0 1.0 2.3
O -0.413237 -1.560074 -2.941236 2.2 2.1 2.6
H 1.984626 -0.552342 0.130299 0.5 -0.4 -0.7
```
Positions in Å, forces in eV/Å.

Kohn-Sham gap (spin up / spin down) ... 7.41 / 8.90 eV
HOMO energy (spin up / spin down) ... -7.57 / -8.65 eV
Total charge ... 0
Max |F| ... 5.6 eV/Å
Spin multiplicity ... 1
Energy above the lowest of the compared OMol25 structures with the same formula, charge and spin ... 7.011 eV

Here are the Mulliken charges for atoms 1 to 5, given in e: atom 1 (C): 1.0384, atom 2 (Br): 0.0481, atom 3 (C): -0.4285, atom 4 (C): -0.4272, atom 5 (H): 0.3798


Record 3
ORCA calculation (ωB97M-V/def2-TZVPD) on C6H6CaO5 as an isolated structure.

Geometry as XYZ:
```
18
Properties=species:S:1:pos:R:3:forces:R:3
C 0.216869 -2.205597 -1.581240 -0.2 -7.5 0.1
O 0.102198 3.481795 -1.533380 0.1 -5.0 -0.1
H 0.324391 0.598208 3.667869 0.0 0.0 0.7
O 0.161501 -3.366750 -1.516047 0.3 5.8 -0.5
C -0.304706 0.046671 2.977660 0.4 0.5 0.2
H 1.254789 -0.151286 1.413459 0.0 0.2 0.3
H -1.331982 0.421234 3.042992 0.3 0.0 -0.1
Ca 0.208942 0.088838 -0.957627 0.2 -0.1 -0.6
C -1.746737 0.047995 -2.640821 -4.3 -0.1 -2.3
C 2.038579 0.077621 -2.597923 5.4 0.1 -3.3
O -0.876264 -0.605048 0.660741 1.7 0.3 1.6
H -0.282735 -1.021006 3.236851 0.2 0.4 -0.2
H -0.625549 -1.534876 0.845091 -0.6 0.4 0.5
C 0.303527 0.343074 1.652224 -2.7 -2.5 -0.9
C 0.130852 2.328069 -1.507966 -0.2 7.4 -0.4
O 3.028159 0.085017 -3.195210 -4.4 0.0 2.5
H 0.156012 1.341944 1.220049 0.0 -0.1 0.4
O -2.757843 0.024098 -3.186729 3.9 0.1 2.0
```
Positions in Å, forces in eV/Å.

Kohn-Sham gap ... 10.92 eV
HOMO energy ... -20.07 eV
Total charge ... +2
Max |F| ... 7.5 eV/Å
Spin multiplicity ... 1
Energy above the lowest of the compared OMol25 structures with the same formula, charge and spin ... 1.730 eV

Here are the Mulliken charges for atoms 1 to 5, given in e: atom 1 (C): -0.0371, atom 2 (O): 0.0120, atom 3 (H): 0.3984, atom 4 (O): -0.0165, atom 5 (C): -1.2305


Record 4
ORCA calculation (ωB97M-V/def2-TZVPD) on a 2-piece molecular cluster, C6H6Cl2N2 overall.

Geometry as XYZ:
```
16
Properties=species:S:1:pos:R:3:forces:R:3
C -0.095916 -1.637484 0.927153 -0.7 1.1 0.4
H -1.728770 -2.361632 1.791079 -0.3 0.6 -0.1
C 1.583870 0.157981 0.905003 -0.6 1.9 2.4
H 1.549411 0.293041 2.084804 -0.2 -0.8 -2.4
H -3.378060 1.969000 -1.887150 0.5 -1.1 0.3
C 0.614356 -0.794738 0.324783 2.1 1.8 -1.2
C -3.413489 0.887351 -1.627833 -2.3 0.5 -1.7
N -0.767457 -2.384673 1.511351 -1.8 -4.2 2.5
H 1.346592 1.200181 0.562751 0.5 -0.9 -0.1
Cl -3.596133 -1.273058 -0.112069 0.1 -0.1 0.1
C -3.106952 0.343214 -0.486475 0.3 -0.4 0.7
H -4.089482 0.222945 -2.195768 0.7 0.7 -0.4
Cl 0.613306 -1.047729 -1.375537 0.2 0.2 -1.2
H 2.577646 -0.160067 0.653129 0.6 0.2 -0.2
N -1.926771 1.804721 1.235099 0.3 0.2 0.5
C -2.436206 1.083144 0.507032 0.3 0.3 0.5
```
Positions in Å, forces in eV/Å.

SMILES ... C=C(Cl)C#N.CC(Cl)=C=N
Kohn-Sham gap ... 8.21 eV
HOMO energy ... -8.23 eV
Total charge ... 0
Max |F| ... 5.2 eV/Å
Spin multiplicity ... 1
Energy above the lowest of the compared OMol25 structures with the same formula, charge and spin ... 1.523 eV

Here are the Mulliken charges for atoms 1 to 5, given in e: atom 1 (C): 0.3514, atom 2 (H): 0.2791, atom 3 (C): -1.1255, atom 4 (H): 0.2922, atom 5 (H): 0.3077


Record 5
ORCA calculation (ωB97M-V/def2-TZVPD) on one molecule with the formula C6H6Cl3P.

Geometry as XYZ:
```
16
Properties=species:S:1:pos:R:3:forces:R:3
C 1.250295 -1.542834 0.476570 -3.7 0.0 -1.3
H 2.778791 -0.301964 0.453271 2.0 0.8 -0.3
C 0.064272 -2.022886 0.112460 -1.7 4.3 -0.9
H -0.434988 -2.913542 0.223622 -0.3 -2.4 0.7
P -1.353074 -0.920550 -0.757339 2.9 -0.1 -1.3
Cl -2.938731 -1.562775 0.139478 -2.2 -1.6 1.2
C -0.159025 1.501084 -0.442895 1.5 1.4 -1.8
H 2.000221 1.579773 -0.491394 -0.3 0.4 0.2
C 1.771843 -0.263546 0.198691 -1.7 1.0 -0.1
H -0.070682 1.884888 -1.551898 -0.9 -1.4 1.6
Cl -2.702872 1.735767 -0.830556 -0.4 -0.4 0.4
C -1.410106 0.791082 -0.020341 0.8 -0.3 -0.5
H 1.874993 -2.161594 0.954676 2.4 -2.4 1.7
Cl -1.551895 0.812484 1.767605 0.0 0.2 -0.5
H -0.327917 2.503113 -0.012491 1.0 -0.2 0.5
C 1.208876 0.881501 -0.219456 0.7 0.8 0.3
```
Positions in Å, forces in eV/Å.

SMILES ... ClP1C=CC=CCC1(Cl)Cl
Kohn-Sham gap ... 8.90 eV
HOMO energy ... -8.72 eV
Total charge ... 0
Max |F| ... 4.8 eV/Å
Spin multiplicity ... 1
Energy above the lowest of the compared OMol25 structures with the same formula, charge and spin ... 1.964 eV

Here are the Mulliken charges for atoms 1 to 5, given in e: atom 1 (C): -0.4101, atom 2 (H): 0.3075, atom 3 (C): -0.6590, atom 4 (H): 0.4426, atom 5 (P): 0.1878


Record 6
ORCA calculation (ωB97M-V/def2-TZVPD) on C6H6Cl5INPtSi as an isolated structure.

Geometry as XYZ:
```
21
Properties=species:S:1:pos:R:3:forces:R:3
H -1.100914 3.215714 0.007621 0.0 0.1 0.0
H -0.609164 -2.914041 -2.358328 0.0 0.2 0.0
H -0.150854 5.491294 0.489886 -0.1 0.0 0.0
H 3.651675 3.598830 1.120680 0.1 0.0 0.1
C -0.055987 3.362371 0.244858 -0.3 0.4 0.1
Cl -3.189084 0.880957 1.432811 0.0 0.0 -0.1
H 0.976867 -2.104740 -2.677784 -0.2 0.0 0.1
C 1.825329 4.715857 0.819008 -0.1 -0.1 0.0
I 2.929238 0.477526 0.869038 -0.2 0.6 0.1
Cl -0.680637 -0.568956 -1.985427 -0.3 0.1 -0.3
C 0.476261 4.615132 0.514312 0.1 -0.1 0.0
Si -1.486599 -0.056857 2.064647 0.4 0.1 0.0
Cl -0.696975 1.074660 3.601420 -0.1 -0.2 -0.1
Cl -1.994493 -1.900825 2.774327 0.1 0.1 -0.1
H 2.275947 5.672464 1.032878 0.0 0.1 0.0
Cl 0.638283 -2.582392 -0.387196 0.0 -0.4 0.0
C 2.602195 3.565105 0.878218 0.0 -0.1 0.0
C 1.962750 2.368675 0.638848 0.3 -0.1 0.0
Pt 0.190386 -0.045982 0.407319 -0.3 0.6 0.4
N 0.685342 2.263861 0.301358 0.3 -1.0 0.2
C 0.105857 -2.164495 -2.024368 0.2 -0.2 -0.2
```
Positions in Å, forces in eV/Å.

Kohn-Sham gap (spin up / spin down) ... 7.88 / 7.58 eV
HOMO energy (spin up / spin down) ... -11.49 / -13.21 eV
Total charge ... +1
Max |F| ... 1.1 eV/Å
Expectation value of S² ... 2.00
Spin multiplicity ... 3
Energy above the lowest of the compared OMol25 structures with the same formula, charge and spin ... 0.141 eV

Here are the Mulliken charges for atoms 1 to 5, given in e: atom 1 (H): 0.4414, atom 2 (H): 0.3225, atom 3 (H): 0.4051, atom 4 (H): 0.3881, atom 5 (C): -0.2342